Below is a cluster of 15 separate species, C34H82BrClF3N32O21S2 in total at a distorted geometry, with properties calculated with wB97M-V/def2-TZVPD.

CARTESIAN COORDINATES (ANGSTROEM)
1 C -3.103200 -0.762604 -3.900807
2 C -1.807085 0.019797 -3.818019
3 Cl -1.268584 0.356734 -5.497757
4 C -1.849308 1.360793 -3.068811
5 C -1.757624 1.380037 -1.541640
6 N -1.965487 0.045319 -1.108091
7 C -2.994083 2.076676 -0.839547
8 S -3.512873 3.735950 -1.457583
9 C -4.304973 1.318128 -1.162930
10 C -4.817748 0.436602 -0.041010
11 O -4.425527 -0.631851 0.250803
12 Br -6.341470 1.168123 0.916335
13 O -2.871003 2.102221 0.581670
14 C -1.718751 2.088518 1.360434
15 N -1.762377 3.447353 2.008506
16 C -1.176763 3.708926 3.259802
17 O -0.051796 3.846719 3.576957
18 F -2.101427 3.859392 4.203829
19 C -2.990623 4.194959 1.896587
20 O -4.043370 3.984832 2.320280
21 F -2.710326 5.355004 1.308920
22 S -2.275757 0.760304 2.615444
23 C -1.556959 0.819961 4.246523
24 O -2.103574 -0.557352 2.067240
25 O -3.665291 1.054046 2.810504
26 C -0.356037 1.793193 0.611642
27 O 0.624383 2.674474 1.047641
28 C 0.352175 0.482998 1.088469
29 C 0.972059 0.547067 2.343489
30 C 1.681112 -0.535545 2.839497
31 C 1.709324 -1.665768 2.008297
32 N 1.082447 -1.802381 0.843121
33 C 0.426538 -0.718912 0.431160
34 N -0.442430 2.011693 -0.928654
35 C 0.709237 1.306948 -1.648298
36 C -0.184252 3.480241 -1.276419
37 C -0.541216 4.055963 -2.638061
38 F 1.155817 3.744153 -1.174447
39 H -3.423869 -1.049774 -2.902601
40 H -3.878456 -0.177769 -4.389309
41 H -2.937978 -1.674015 -4.459705
42 H -1.028590 -0.640855 -3.439390
43 H -2.769845 1.862928 -3.361816
44 H -1.084022 1.932683 -3.572347
45 H -2.062185 -0.149557 -0.116167
46 H -1.468366 -0.700015 -1.569142
47 H -2.532071 4.582794 -1.115267
48 H -5.108093 2.023087 -1.352480
49 H -4.227753 0.732881 -2.070209
50 H -1.363852 -0.201663 4.555375
51 H -2.286841 1.240763 4.928419
52 H -0.634957 1.380328 4.367416
53 H 0.366294 3.594275 1.208420
54 H 0.922313 1.428630 2.961897
55 H 2.198670 -0.526383 3.779739
56 H 2.296969 -2.505555 2.339486
57 H -0.006626 -0.840994 -0.539058
58 H 0.453390 0.295133 -1.925265
59 H 0.891152 1.801863 -2.593298
60 H 1.620459 1.318355 -1.067194
61 H -0.702723 4.072205 -0.526071
62 H -0.526230 5.136234 -2.526019
63 H 0.223745 3.834793 -3.377369
64 H -1.485530 3.798988 -3.088590
65 C 5.096747 -1.798668 3.807902
66 O 3.914891 -2.116238 3.699616
67 N 5.868243 -2.233836 4.840616
68 N 5.716374 -0.987759 2.906304
69 H 6.833081 -1.988367 4.953325
70 H 5.435141 -2.831745 5.518925
71 H 5.174130 -0.646982 2.134064
72 H 6.677865 -0.714931 2.977429
73 C -5.616913 7.619670 4.215702
74 O -6.386358 8.149210 4.998221
75 N -4.470055 8.224895 3.783968
76 N -5.851565 6.364862 3.721112
77 H -3.827669 7.803506 3.142078
78 H -4.274093 9.143494 4.137259
79 H -6.691554 5.910343 4.027939
80 H -5.246045 5.885338 3.083032
81 C 0.584102 -2.963589 -2.950966
82 O 1.137362 -1.863242 -2.925975
83 N 0.508026 -3.730042 -4.065655
84 N 0.003356 -3.482147 -1.827332
85 H 0.053845 -4.632420 -4.134824
86 H 0.942492 -3.356090 -4.889573
87 H 0.115328 -2.929282 -1.000341
88 H -0.492665 -4.353803 -1.797226
89 C 4.420428 3.538953 2.004286
90 O 4.689398 2.432428 1.563053
91 N 3.129415 4.013708 1.952971
92 N 5.338543 4.359261 2.572852
93 H 2.843764 4.909607 2.301490
94 H 2.442016 3.403497 1.557982
95 H 6.283718 4.025047 2.623560
96 H 5.122670 5.265000 2.943993
97 C -0.076845 -7.655591 -4.587962
98 O 0.049159 -6.438784 -4.463014
99 N 0.476831 -8.541784 -3.711494
100 N -0.765153 -8.195707 -5.621369
101 H 0.393104 -9.536043 -3.805453
102 H 0.993563 -8.168149 -2.936389
103 H -1.187686 -7.556202 -6.282693
104 H -0.876862 -9.182537 -5.755464
105 C 3.170557 3.433221 6.445365
106 O 4.167272 2.802647 6.731122
107 N 2.715319 3.530727 5.149434
108 N 2.419177 4.097181 7.375992
109 H 1.900623 4.046919 4.881603
110 H 3.245885 3.053336 4.444552
111 H 2.724955 4.047855 8.329969
112 H 1.597383 4.626394 7.154951
113 C 4.809924 1.507969 -2.616405
114 O 5.742191 0.792819 -2.318083
115 N 4.377679 1.652226 -3.911140
116 N 4.108559 2.232779 -1.681298
117 H 3.614910 2.240774 -4.182284
118 H 4.868454 1.135813 -4.616904
119 H 4.403764 2.154674 -0.719961
120 H 3.337253 2.829492 -1.907629
121 C -7.392837 4.616477 7.714083
122 O -7.329488 3.456692 8.078410
123 N -8.016043 5.589906 8.441032
124 N -6.835956 5.041878 6.533808
125 H -8.073945 6.547685 8.150423
126 H -8.434671 5.315467 9.309510
127 H -6.371333 4.348114 5.980679
128 H -6.869432 5.994482 6.209475
129 C -2.976563 -5.415595 -6.512310
130 O -2.255320 -6.254147 -7.026796
131 N -4.337261 -5.532480 -6.495510
132 N -2.471490 -4.294196 -5.907544
133 H -4.948500 -4.857326 -6.079438
134 H -4.732503 -6.344785 -6.931004
135 H -1.473277 -4.196658 -5.905339
136 H -3.033138 -3.594391 -5.466941
137 C -0.730058 7.630002 5.624362
138 O -0.389835 8.766644 5.866567
139 N -1.782274 7.016594 6.245728
140 N -0.072570 6.856516 4.686248
141 H -2.075071 6.077552 6.054679
142 H -2.283850 7.551390 6.931235
143 H 0.704599 7.278932 4.214131
144 H -0.330051 5.917075 4.461682
145 C 3.587182 -7.544354 -7.309547
146 O 4.293608 -7.457275 -8.291412
147 N 3.323374 -8.729600 -6.682718
148 N 2.987058 -6.443299 -6.736465
149 H 2.749767 -8.808613 -5.864694
150 H 3.748174 -9.552543 -7.065658
151 H 3.152518 -5.556119 -7.173836
152 H 2.392480 -6.490273 -5.927131
153 C -5.736087 -3.587642 3.157735
154 O -5.668634 -4.732758 3.560193
155 N -6.296391 -2.577592 3.895609
156 N -5.255739 -3.207743 1.931990
157 H -6.359472 -1.628743 3.579480
158 H -6.659920 -2.817932 4.798398
159 H -4.837190 -3.920643 1.366364
160 H -5.298216 -2.268932 1.582232
161 C 6.417643 -4.371748 -5.563377
162 O 7.086899 -5.104167 -6.267808
163 N 5.078939 -4.564673 -5.370217
164 N 6.962449 -3.306693 -4.892767
165 H 4.517260 -3.981991 -4.778214
166 H 4.650290 -5.350864 -5.839210
167 H 7.945634 -3.148703 -5.006933
168 H 6.433563 -2.689377 -4.306629
169 C 6.524084 -7.628816 -2.966275
170 O 5.356585 -7.911882 -3.192049
171 N 7.262533 -8.297012 -2.022188
172 N 7.180984 -6.635315 -3.626066
173 H 8.220310 -8.087684 -1.818361
174 H 6.806564 -9.034945 -1.521301
175 H 6.667032 -6.132070 -4.330095
176 H 8.135373 -6.387603 -3.451990

Force components x, y, z for each atom (eV/Å):
0.048 0.191 0.311
0.077 -0.644 0.059
0.019 0.177 -0.011
0.161 0.425 -0.920
-1.997 -1.374 1.231
0.673 0.045 0.268
0.237 1.044 -0.895
-0.338 0.259 0.132
-0.480 0.244 0.014
-0.486 0.116 0.277
0.322 -0.580 -0.044
0.120 0.111 -0.203
0.391 -0.582 -0.009
-0.566 0.612 -0.759
0.610 -0.268 0.208
-0.322 -0.064 0.638
0.941 -0.221 -0.742
-0.551 0.239 0.118
0.437 0.299 -0.294
-1.350 -0.652 0.471
0.488 0.456 -0.393
-2.271 -2.354 0.922
0.663 0.626 0.528
1.284 0.406 -0.675
0.117 1.315 0.200
1.720 0.024 1.159
-0.064 0.786 0.116
-0.496 0.037 0.120
0.323 -0.187 0.532
-0.920 0.078 -1.531
0.399 -0.722 0.620
-0.013 0.952 0.616
0.070 -0.489 -0.759
0.892 -0.541 -1.680
0.105 -0.365 -0.350
-0.576 1.043 -0.165
0.066 -0.186 -0.656
0.053 -0.161 0.430
-0.134 -0.034 0.099
-0.120 0.032 -0.075
0.019 -0.086 -0.183
0.226 0.085 0.060
-0.152 0.085 0.051
0.235 0.194 0.360
-0.136 -0.016 -0.034
0.008 0.118 -0.153
0.140 -0.261 0.067
0.023 0.236 0.036
0.292 -0.283 0.027
0.018 -0.283 -0.378
-0.347 0.126 -0.222
0.127 -0.028 -0.258
-0.505 -0.187 -0.142
0.094 0.256 -0.138
0.128 -0.031 0.120
-0.012 -0.163 0.012
0.000 -0.087 0.021
-0.055 -0.215 0.230
-0.048 0.363 0.013
-0.012 0.058 0.222
0.055 -0.097 0.308
0.037 0.144 0.193
0.229 -0.215 0.082
-0.191 -0.027 0.291
0.111 0.025 0.004
0.297 0.040 0.150
-0.056 -0.049 0.013
-0.131 -0.067 0.010
0.003 0.023 -0.016
-0.006 -0.006 0.007
0.027 0.067 -0.017
0.004 0.006 0.017
-0.007 -0.028 -0.031
0.029 -0.086 0.136
-0.066 0.010 0.057
0.108 -0.065 0.015
-0.022 -0.005 -0.034
0.009 0.006 0.013
-0.068 -0.006 -0.137
-0.027 0.005 -0.055
-0.212 -0.680 -0.004
-0.209 0.516 0.035
-0.134 0.547 -0.166
-0.233 0.431 -0.338
0.300 -0.230 0.234
0.080 0.031 0.003
0.218 -0.266 0.469
0.135 -0.081 -0.054
-0.152 0.085 -0.038
0.037 -0.113 -0.135
0.064 0.212 0.070
-0.012 -0.077 -0.074
0.163 0.039 0.055
0.094 -0.197 -0.050
0.008 -0.002 0.018
-0.029 -0.013 0.037
-0.365 -0.769 -0.524
0.148 0.270 0.278
0.148 0.293 0.125
0.171 0.134 0.130
-0.050 0.001 -0.025
0.058 -0.033 -0.005
-0.096 0.067 -0.011
0.070 -0.038 0.080
-0.062 0.081 0.020
0.011 -0.030 -0.025
0.014 -0.071 0.032
-0.007 -0.068 -0.026
-0.030 0.014 0.051
0.026 0.009 -0.006
0.018 0.008 0.010
0.027 0.043 -0.023
-0.163 0.168 -0.044
0.058 -0.103 0.009
-0.010 -0.072 0.080
-0.022 -0.238 0.111
0.029 0.060 -0.006
0.012 0.005 -0.013
0.043 0.066 0.086
0.095 0.129 -0.078
-0.039 0.065 -0.007
0.035 -0.018 -0.013
0.015 -0.022 0.017
-0.012 0.139 -0.117
0.016 -0.006 -0.042
-0.009 -0.017 0.008
0.026 -0.034 0.037
0.041 0.057 0.131
-0.236 0.268 0.246
-0.054 0.034 -0.157
0.184 -0.064 -0.039
0.089 -0.252 -0.195
0.009 0.033 0.000
-0.009 -0.010 -0.018
0.014 0.000 0.051
-0.111 -0.031 -0.027
-0.076 -0.060 0.029
0.021 0.022 -0.049
0.074 0.005 -0.032
-0.043 0.017 -0.052
-0.006 -0.006 0.008
-0.019 0.006 0.001
0.011 0.062 0.044
0.030 -0.055 0.125
-0.061 -0.106 0.075
-0.020 0.043 -0.052
-0.124 -0.002 -0.102
0.067 0.069 0.184
0.079 0.064 0.075
0.064 0.009 0.013
-0.154 -0.061 -0.205
-0.075 -0.032 -0.045
-0.012 0.059 -0.031
0.015 0.001 0.008
0.035 -0.008 0.025
-0.035 0.034 -0.015
0.009 -0.003 -0.035
-0.017 -0.019 0.004
-0.001 -0.043 0.024
0.062 0.020 0.032
-0.040 0.540 -0.126
0.066 -0.054 0.064
-0.040 -0.080 -0.150
-0.043 -0.030 -0.020
0.058 -0.025 0.090
0.097 0.051 0.188
0.007 0.014 -0.039
-0.011 0.000 0.040
0.118 0.058 -0.006
-0.033 0.001 0.048
-0.080 0.011 0.011
-0.297 -0.021 0.162
0.019 0.009 -0.040
-0.009 -0.021 -0.012
0.221 -0.331 0.028
0.035 -0.058 -0.049

## Properties
LUMO energy   -3.88 eV
Calculated total energy   -8807.4023 hartree
HOMO level   -10.656 eV
F_max   0.0661 hartree/bohr
Net charge   +1
Frontier orbital gap   6.78 eV